Entry 1:
Below is 5 unconnected molecules or ions with the total composition C36H56I2N6O15S in a non-equilibrium geometry, with properties calculated with the ωB97M-V functional and the def2-TZVPD basis.

Structure (XYZ):
```
116
C36H56I2N6O15S the ωB97M-V functional and the def2-TZVPD basis
H -6.6550 0.5670 -8.2107
N -5.9346 0.7025 -7.4812
C -6.5552 0.5059 -6.3769
N -7.9814 0.1310 -6.3091
N -5.8332 0.5983 -5.1188
C -5.8133 -0.8011 -4.5728
C -5.1267 -0.7132 -3.1549
C -3.5983 -0.2649 -3.3222
C -2.6142 -1.1006 -2.4034
C -1.3408 -1.7191 -3.0773
C -0.8167 -2.7877 -2.0076
C 0.4836 -3.5516 -2.4528
S 1.2683 -4.5215 -1.0992
C 0.4088 -4.1700 0.4462
N -0.7198 -4.6598 0.9876
N -0.8852 -3.9694 2.1620
C 0.1121 -3.0873 2.3116
O 0.9867 -3.1748 1.2351
O -0.3429 -0.8501 -3.5797
C 0.0253 0.3038 -2.8705
C 0.3507 0.1849 -1.3381
C 0.8860 1.5247 -0.6717
C 1.0365 1.1733 0.8771
C 1.8061 2.2866 1.6956
C 1.2670 2.2118 3.1943
C 1.6002 0.8520 3.9034
C 0.7996 0.5939 5.2407
C -0.7641 0.7336 5.0971
C -0.9023 1.5999 -3.1181
C -0.0404 2.8534 -3.5538
O 0.1389 3.8110 -2.8636
I 0.8597 2.6915 -5.5439
C -1.7688 -2.5740 -4.3825
C -0.5930 -2.6679 -5.4096
C 0.3527 -2.6493 -6.1766
N -2.1707 -3.9712 -4.0866
I -4.1718 -4.3069 -4.3559
H -8.0534 -0.7842 -6.7617
H -8.5266 0.8328 -6.8143
H -6.3030 1.2198 -4.4551
H -5.1492 -1.4157 -5.2295
H -6.8440 -1.2195 -4.4229
H -5.6705 0.1030 -2.5901
H -5.2407 -1.6426 -2.5454
H -3.3018 -0.1932 -4.4020
H -3.5799 0.7976 -2.9398
H -3.2080 -1.9726 -2.0112
H -2.4067 -0.4713 -1.4959
H -0.5303 -2.2796 -1.0373
H -1.6441 -3.4825 -1.6891
H 1.2040 -2.8090 -2.9047
H 0.2655 -4.2761 -3.2891
H 0.2879 -2.3469 3.1187
H 1.0097 0.6385 -3.3263
H -0.4611 -0.2332 -0.6946
H 1.2196 -0.5382 -1.2504
H 1.9109 1.7776 -1.0567
H 0.1583 2.3691 -0.7324
H 1.4811 0.1551 1.0401
H -0.0101 1.1329 1.3067
H 2.9004 2.0316 1.6536
H 1.6516 3.3140 1.2810
H 1.6184 3.1095 3.7770
H 0.1484 2.2983 3.1222
H 1.4334 -0.0510 3.2495
H 2.7067 0.8676 4.1374
H 1.2294 1.2303 6.0595
H 1.0083 -0.4777 5.5344
H -1.2916 0.0420 5.8155
H -1.0494 1.7770 5.4038
H -1.1431 0.4676 4.0719
H -1.5171 1.3533 -4.0331
H -1.5428 1.8225 -2.2289
H -2.5973 -2.0949 -4.9610
H 1.0273 -2.4814 -7.0355
H -1.5929 -4.6405 -4.6001
O 4.5658 3.9048 1.2220
C 5.0364 3.3113 0.3013
O 6.3371 3.3955 -0.0827
C 6.5616 2.3798 -1.0606
C 5.1821 2.1374 -1.6072
O 4.3405 2.4629 -0.5024
H 7.2596 2.7210 -1.8199
H 6.9786 1.5012 -0.5667
H 4.9390 2.7997 -2.4425
H 5.0316 1.1044 -1.9194
O -4.2858 -1.7929 -0.1551
C -4.3945 -2.3740 0.8826
O -4.0993 -1.8375 2.0945
C -4.5649 -2.7477 3.0870
C -4.5913 -4.0573 2.3505
O -4.8225 -3.6557 1.0012
H -3.8941 -2.7635 3.9453
H -5.5579 -2.4318 3.4179
H -3.6367 -4.5867 2.4031
H -5.3831 -4.7187 2.7006
O -0.6163 -2.1918 6.9707
C -0.6391 -1.6480 8.0300
O -0.0465 -0.4515 8.2939
C -0.4885 -0.0363 9.5831
C -0.8748 -1.3330 10.2387
O -1.2610 -2.1433 9.1336
H 0.3069 0.4820 10.1174
H -1.3368 0.6426 9.4637
H -0.0352 -1.8101 10.7507
H -1.6985 -1.2173 10.9422
O 9.2286 2.4442 -0.5512
C 9.4994 3.5480 -0.1917
O 9.1138 4.6791 -0.8378
C 9.4254 5.7800 0.0107
C 10.5249 5.2311 0.8771
O 10.2315 3.8378 0.9150
H 9.7434 6.6429 -0.5733
H 8.5340 6.0478 0.5832
H 11.5155 5.3720 0.4369
H 10.5197 5.6568 1.8798
```

## Properties
SMILES string	[H]/N=C(\N)NCCCC[C@](CCSc1nnco1)(O[C@H](CCCCCCCC)CC(=O)I)[C@@H](C#C)NI.O=C1OCCO1.O=C1OCCO1.O=C1OCCO1.O=C1OCCO1
frontier orbital gap	8.64	eV
lowest unoccupied orbital energy	0.0	eV
2S+1	1
total charge	0
molecular weight	1098.75	g/mol


Entry 2:
Below is a molecular structure, C36H56O24S2 in a non-equilibrium geometry, with properties calculated with the ωB97M-V functional and the def2-TZVPD basis.

Structure (XYZ):
```
118
C36H56O24S2 the ωB97M-V functional and the def2-TZVPD basis
O 3.1639 -5.9632 0.8231
C 2.2954 -5.1830 1.2751
O 0.8805 -5.3387 0.9128
C 0.0600 -4.5507 1.6656
C 0.9852 -3.8669 2.7247
C 2.4611 -4.1411 2.2899
H -0.6625 -5.1760 2.1900
H -0.4830 -3.7873 1.1082
H 0.9289 -4.1574 3.7737
H 0.8309 -2.7881 2.6993
H 3.1354 -4.5724 3.0298
H 2.9859 -3.3393 1.7705
O -3.1952 -0.6745 -0.9139
C -3.8637 -1.6931 -1.1842
O -3.3554 -2.8994 -1.2176
C -4.3824 -3.8991 -1.4863
C -5.6980 -3.1522 -1.2478
C -5.3927 -1.6894 -1.4847
H -4.3137 -4.6683 -0.7171
H -4.2060 -4.3436 -2.4658
H -5.9538 -3.3711 -0.2111
H -6.4319 -3.5762 -1.9331
H -6.0225 -1.0748 -0.8415
H -5.3144 -1.4407 -2.5431
O -1.0008 2.1649 -4.8365
C -1.9498 1.4521 -4.8396
O -3.1607 1.9642 -5.2458
C -3.9835 0.8986 -5.6292
C -3.5446 -0.2427 -4.7452
C -2.0711 -0.0185 -4.4513
H -3.8111 0.7690 -6.6977
H -5.0025 1.1756 -5.3593
H -3.7406 -1.2293 -5.1649
H -4.0828 -0.3584 -3.8044
H -1.5714 -0.7721 -5.0599
H -2.0649 -0.0697 -3.3625
O 2.9557 -1.3751 3.9364
C 2.1577 -0.8188 4.6634
O 2.5925 -0.4226 5.9212
C 1.4510 -0.1354 6.7747
C 0.2372 -0.2856 5.8679
C 0.7076 -0.5371 4.4457
H 1.5684 0.9149 7.0415
H 1.4154 -0.6469 7.7366
H -0.4308 0.5755 5.8451
H -0.3037 -1.1534 6.2452
H 0.6354 0.2304 3.6751
H 0.2788 -1.4627 4.0617
O 8.2079 -3.1456 -1.4696
C 7.2581 -2.3558 -1.2636
O 6.5616 -1.8043 -2.1805
C 5.5483 -0.9895 -1.6200
C 6.0955 -0.7052 -0.2029
C 6.8330 -2.0332 0.1223
H 4.5842 -1.4569 -1.8202
H 5.6456 -0.1126 -2.2602
H 5.2030 -0.5339 0.3989
H 6.7283 0.1822 -0.1961
H 6.1983 -2.8083 0.5519
H 7.7758 -1.7880 0.6112
O -4.0084 5.8260 -2.9199
C -3.8414 4.8702 -2.1783
O -4.2404 3.6033 -2.5176
C -4.0392 2.6698 -1.4220
C -2.8026 3.2746 -0.6770
C -3.0938 4.7612 -0.7633
H -3.7207 1.6978 -1.7986
H -4.9458 2.4882 -0.8447
H -1.8633 3.0273 -1.1717
H -2.7800 2.7689 0.2883
H -2.1836 5.3608 -0.7716
H -3.8114 5.1307 -0.0308
O 2.9610 0.4763 -5.8409
C 2.6165 1.6271 -5.4964
O 2.2491 1.8251 -4.2006
C 2.2111 3.2451 -3.8510
C 2.4319 4.0255 -5.1489
C 2.6572 3.0333 -6.2286
H 2.9337 3.4660 -3.0654
H 1.2476 3.4252 -3.3740
H 3.3174 4.6539 -5.2449
H 1.6758 4.7611 -5.4234
H 3.5716 3.1841 -6.8024
H 1.8827 3.1660 -6.9840
O -3.5366 -3.1869 1.3952
C -3.8114 -2.3384 2.2780
O -5.0403 -1.6802 2.3828
C -4.9414 -0.5664 3.3281
C -3.8553 -1.0875 4.2942
C -2.9318 -1.9841 3.3897
H -5.8876 -0.3380 3.8188
H -4.5581 0.3213 2.8249
H -4.2857 -1.5356 5.1898
H -3.3297 -0.2358 4.7259
H -2.5403 -2.8616 3.9043
H -2.0344 -1.4470 3.0829
C 1.3294 -0.2493 -1.6001
C 0.2478 0.8225 -1.5706
O 0.1834 1.1689 -0.2410
S 0.6703 -0.0936 0.7164
O -0.3603 -0.5964 1.6036
O 1.9473 0.3356 1.3699
O 0.9206 -1.0368 -0.5664
H 2.3369 0.1247 -1.4177
H 1.3732 -0.6722 -2.6038
H -0.6656 0.2294 -1.6167
H 0.3458 1.7167 -2.1861
C 2.3113 3.2664 3.7617
C 3.6035 3.4812 4.6163
O 4.5437 3.7716 3.6434
S 4.3041 2.9676 2.2602
O 4.7955 1.5969 2.2515
O 4.6565 3.8331 1.0643
O 2.7224 2.9274 2.4946
H 1.5686 4.0640 3.7440
H 1.7942 2.3288 3.9653
H 3.8572 2.5609 5.1425
H 3.4686 4.3063 5.3156
```

## Properties
frontier orbital gap	8.92	eV
lowest unoccupied orbital energy	-0.2	eV
2S+1	1
total charge	0
molecular weight	936.95	g/mol


The lowest frontier orbital gap belongs to which entry?
C36H56I2N6O15S


Which of these has the lowest lowest unoccupied orbital energy?
C36H56O24S2


Number 1 is which compound?
C36H56I2N6O15S